Formula: C27H58F5NO19P2S6Si
Source: the Open Molecules 2025 dataset
Level of theory: the ωB97M-V functional and the def2-TZVPD basis

Values from the calculation:
frontier orbital gap	9.045	eV
LUMO energy	0.08	eV
SMILES string	C[Si](C)(CCC(F)(F)[PH](ON=O)(C(F)(F)F)P(O)(O)=S)c1ccccc1.CCOS(C)(=O)=O.CCOS(C)(=O)=O.CCOS(C)(=O)=O.CCOS(C)(=O)=O.CCOS(C)(=O)=O

Cartesian coordinates (Å):
C  2.424163  -2.984375  -0.205991
Si  0.962409  -1.819587  0.016742
C  0.247832  -2.215567  1.737754
C  -0.414120  -2.053661  -1.272433
C  -1.527259  -0.964969  -1.235450
C  -2.809969  -1.415686  -0.512693
F  -2.580028  -2.494493  0.277395
F  -3.690894  -1.862722  -1.447539
P  -3.570862  -0.058966  0.596986
O  -2.695537  -0.700426  1.966369
N  -3.540355  -0.833441  3.078942
O  -2.917839  -1.061873  4.039959
C  -2.589307  1.563702  0.823659
F  -3.161873  2.274331  1.807202
F  -2.430383  2.275566  -0.294240
F  -1.345579  1.290002  1.262715
P  -4.885644  0.761867  -1.028760
O  -4.130763  0.939568  -2.471783
O  -5.327962  2.283652  -0.561807
S  -6.519723  -0.245692  -1.224498
C  1.428958  0.014606  0.055714
C  1.457749  0.791140  -1.087809
C  1.766384  2.129781  -0.965295
C  2.040988  2.692349  0.248636
C  2.045698  1.902856  1.378211
C  1.738507  0.566405  1.283724
H  3.208370  -2.727676  0.516417
H  2.851212  -2.984721  -1.214129
H  2.112857  -4.001931  0.067900
H  1.081824  -2.429191  2.417582
H  -0.198551  -1.284931  2.101978
H  -0.470603  -3.035105  1.715559
H  -0.840606  -3.059749  -1.283193
H  0.065570  -1.933091  -2.256446
H  -1.839227  -0.827862  -2.276770
H  -1.161675  0.009086  -0.898646
H  -4.753955  -0.271846  1.348484
H  -4.341456  1.814679  -2.837235
H  -5.123588  2.934553  -1.248837
H  1.220745  0.375821  -2.063234
H  1.779461  2.743124  -1.864327
H  2.258181  3.751936  0.351796
H  2.268963  2.307674  2.366417
H  1.744967  -0.025646  2.194170
O  1.618576  -6.482326  -4.593673
S  0.810875  -5.477179  -5.215960
O  0.728724  -4.154830  -4.676466
O  -0.658809  -6.048643  -5.420762
C  -1.368206  -6.543093  -4.266718
C  -1.858800  -5.417599  -3.378664
C  1.244219  -5.360949  -6.918283
H  -0.743060  -7.244749  -3.711485
H  -2.218010  -7.103882  -4.651541
H  -1.025044  -4.877613  -2.931177
H  -2.479460  -5.807225  -2.571107
H  -2.438412  -4.698045  -3.957608
H  1.282583  -6.360023  -7.343718
H  2.222935  -4.888438  -6.970736
H  0.506469  -4.745776  -7.427125
O  2.200825  0.146788  5.552335
S  2.804528  1.444792  5.573478
O  3.727187  1.853190  4.558883
O  3.469981  1.678853  7.002714
C  4.434379  0.715597  7.466527
C  5.768369  0.846753  6.757071
C  1.543509  2.663598  5.699915
H  4.030657  -0.293938  7.368634
H  4.566126  0.909868  8.529717
H  5.681019  0.597747  5.700355
H  6.502446  0.174226  7.202377
H  6.137272  1.870784  6.820264
H  0.852633  2.376084  6.488453
H  1.029434  2.702442  4.742191
H  2.000729  3.625449  5.910616
O  5.920726  -4.245456  -0.378626
S  5.643962  -5.627749  -0.622162
O  5.222970  -6.497572  0.431739
O  6.898560  -6.279438  -1.361979
C  8.187443  -6.172348  -0.730545
C  8.327884  -7.104708  0.457387
C  4.501681  -5.767699  -1.951515
H  8.378921  -5.135928  -0.445997
H  8.918610  -6.439421  -1.491886
H  7.650531  -6.824289  1.262829
H  9.346266  -7.072535  0.846504
H  8.086788  -8.128875  0.171654
H  4.831289  -5.132468  -2.769225
H  3.531002  -5.439033  -1.586579
H  4.446155  -6.807744  -2.262603
O  -5.949610  3.376885  -4.217530
S  -7.195813  2.772421  -4.615622
O  -7.350298  2.201718  -5.916228
O  -8.370593  3.821178  -4.370366
C  -8.268420  5.118177  -4.989052
C  -8.545351  5.070781  -6.479353
C  -7.659359  1.594984  -3.402669
H  -7.289748  5.555163  -4.781246
H  -9.012779  5.744130  -4.499776
H  -7.780966  4.501510  -7.006405
H  -8.560973  6.079163  -6.894369
H  -9.503069  4.588639  -6.676063
H  -7.559229  2.044564  -2.420909
H  -6.982085  0.754862  -3.505641
H  -8.682010  1.271006  -3.581574
O  1.322953  5.425306  4.376454
S  0.960395  6.390888  3.382264
O  1.956342  7.162918  2.710255
O  -0.135305  7.370658  3.994641
C  0.180522  8.064951  5.217319
C  1.160267  9.201559  4.999181
C  -0.071004  5.625492  2.177461
H  0.551631  7.358800  5.962486
H  -0.762248  8.462235  5.589353
H  2.134659  8.829887  4.684990
H  1.296498  9.766780  5.921715
H  0.801300  9.872743  4.218705
H  -0.848104  5.057906  2.683089
H  0.557753  4.961975  1.586321
H  -0.498900  6.396628  1.541866

Atomic forces in eV per Å
-0.10 0.02 -0.07
-0.47 -0.52 0.96
0.66 0.66 -0.45
0.42 0.65 -0.33
-0.13 -0.45 -0.52
0.83 -0.48 -0.20
-0.07 0.05 0.05
-0.28 0.38 0.13
0.14 -0.59 0.52
-0.32 0.46 -0.21
0.58 -0.07 0.47
-0.38 -0.05 -0.15
1.23 -0.61 0.82
-0.31 0.30 -0.58
-0.54 0.18 0.16
-0.12 0.10 -0.30
-1.90 0.41 -1.32
0.03 0.58 0.98
0.89 -0.42 -0.44
0.51 -0.73 0.91
-0.22 -1.73 -0.32
-0.02 0.14 0.12
-0.16 0.48 -1.55
0.23 0.71 0.74
0.06 0.28 0.96
0.14 0.06 0.37
-0.05 0.12 -0.21
0.01 -0.03 0.16
-0.05 0.12 -0.22
-0.20 -0.20 -0.04
-0.34 -0.36 0.10
0.05 0.10 0.15
0.06 0.11 0.14
-0.06 -0.15 0.13
-0.19 0.27 0.24
0.03 -0.22 0.19
-0.03 0.17 -0.43
0.14 -0.20 -0.44
-0.03 0.22 0.27
0.05 0.00 0.06
0.01 0.01 0.15
0.06 -0.09 -0.20
0.08 0.09 -0.32
-0.05 -0.05 -0.13
0.03 0.15 0.32
-0.27 -0.09 -0.61
0.20 -0.03 0.27
0.12 -0.03 -0.17
-0.34 -0.07 0.64
0.16 0.22 0.04
-0.04 -0.03 -0.11
0.16 0.07 -0.12
0.13 0.04 -0.29
0.00 -0.03 0.01
-0.03 -0.08 -0.07
-0.06 -0.05 0.02
-0.02 0.00 0.03
0.00 -0.01 0.09
-0.01 0.00 0.04
0.27 -0.20 -0.22
-0.37 0.55 0.40
0.02 -0.31 -0.19
-0.14 0.09 -0.01
0.54 -0.42 0.09
-0.04 0.06 -0.26
-0.01 0.02 0.22
-0.13 0.08 -0.11
-0.24 0.18 -0.02
0.00 -0.02 0.02
-0.05 0.02 0.09
0.02 -0.02 0.07
0.03 -0.05 0.00
0.07 -0.04 -0.03
0.01 -0.01 -0.07
0.09 -0.01 0.32
-0.14 -0.22 -0.61
0.03 0.19 0.26
-0.12 0.02 -0.11
0.53 -0.02 0.41
-0.23 -0.01 0.14
-0.01 -0.05 -0.17
-0.18 0.03 -0.03
-0.22 0.01 -0.19
0.02 0.02 -0.01
0.03 0.02 -0.10
0.07 0.00 -0.03
0.01 0.00 0.01
0.05 0.03 0.08
0.02 0.01 0.02
0.21 -0.03 -0.13
-0.76 -0.18 0.42
0.39 0.12 -0.14
0.14 -0.07 0.14
0.03 0.54 -0.44
0.11 -0.23 -0.11
-0.23 0.34 -0.32
0.05 -0.17 0.06
-0.03 -0.23 0.20
0.01 0.03 0.01
-0.04 0.03 0.10
-0.03 0.07 0.03
-0.01 -0.02 0.00
0.04 0.04 -0.08
0.01 0.04 -0.05
0.22 0.13 0.07
-0.61 0.07 -0.30
0.25 -0.10 0.12
-0.07 -0.14 -0.10
0.27 0.41 0.51
0.19 -0.08 -0.19
-0.10 -0.03 -0.01
0.01 -0.12 -0.14
-0.13 -0.17 -0.21
-0.01 -0.01 0.03
-0.10 -0.03 0.02
-0.05 0.03 0.06
0.01 0.02 0.01
0.05 0.00 0.06
0.03 0.02 0.03

Atom charges from the Mulliken analysis, given in e for atoms 1 to 8: -1.37 -0.24 -1.07 -0.87 -0.55 0.82 -0.31 -0.30